Record 1
# C21H34BrMnN4O2PS2

A molecular structure, C21H34BrMnN4O2PS2 (ωB97M-V with the def2-TZVPD basis set, the OMol25 dataset).

Strongest force on any atom ... 3.41 eV/Å
Energy relative to the best compared isomer or geometry (same formula, charge and spin) ... 0.186 eV
DFT total energy ... -164708.622 eV
LUMO (spin up / spin down) ... 0.28 / 0.28 eV
Orbital gap (spin up / spin down) ... 6.271 / 6.447 eV

```
! RIJCOSX wB97M-V def2-TZVPD def2/J DEFGRID3
* xyz 0 6
Mn 0.68503 0.58202 -1.65074
O 0.45306 6.68692 -2.93636
C 0.44172 5.43321 -2.59443
C 1.60892 4.74171 -2.16175
C 1.49581 3.39114 -1.88243
N 0.34587 2.70762 -1.96268
C -0.69011 3.34982 -2.43319
Br -2.29295 2.35211 -2.77495
C -0.72245 4.70645 -2.72494
H 1.27705 7.11134 -2.71955
H 2.58433 5.16570 -2.11864
H 2.31417 2.72965 -1.63504
H -1.58363 5.12385 -3.23121
C 4.87579 0.25728 0.07217
C 3.57034 0.21378 -0.77880
S 2.17690 0.50544 0.24386
C 3.59779 -0.17477 -2.12435
C 4.79446 -0.54701 -2.96299
S 2.11821 -0.26951 -3.18038
H 4.72733 -0.40238 0.85084
H 4.98471 1.20861 0.58976
H 5.86160 -0.03899 -0.32159
H 4.62779 -1.62045 -3.29126
H 5.70617 -0.62923 -2.34577
H 5.01863 0.02237 -3.89666
O -1.00563 -0.28830 -0.83975
P -1.30312 -1.09723 0.42110
N -0.78933 -2.66190 0.44883
C 0.67417 -2.94906 0.80577
C 1.20482 -3.88610 -0.28869
C -0.07211 -4.53802 -0.89632
C -1.00926 -3.35870 -0.86384
N -3.00068 -1.02979 0.61809
C -4.00349 -0.48884 -0.25557
C -4.93214 0.14625 0.71394
C -4.89413 -0.63638 1.98808
C -3.61181 -1.47586 1.80244
N -0.57548 -0.44951 1.76125
C 0.11286 -1.00874 2.91392
C 0.17161 0.09277 3.90222
C 0.24773 1.32993 3.08162
C -0.81986 1.00324 2.03588
H 0.52806 -3.42389 1.78520
H 1.27329 -2.02781 0.88527
H 1.89083 -4.50882 0.15948
H 1.76215 -3.40520 -1.12254
H -0.46661 -5.29565 -0.19627
H -0.09106 -4.83256 -1.99485
H -2.02157 -3.71938 -1.03079
H -0.77842 -2.70995 -1.67835
H -4.46953 -1.31102 -0.78733
H -3.58342 0.20579 -0.99317
H -5.94254 0.33564 0.31717
H -4.49889 1.10631 0.99685
H -5.68739 -1.31445 2.06929
H -4.86530 -0.05602 2.93688
H -4.01200 -2.49521 1.78643
H -3.01972 -1.36042 2.69318
H 1.13634 -1.30899 2.77892
H -0.36355 -1.94905 3.21141
H 1.04375 0.05448 4.56515
H -0.74788 0.27954 4.43509
H 1.23436 1.45278 2.59229
H -0.04921 2.16277 3.74550
H -0.76072 1.61548 1.10419
H -1.88165 1.19518 2.36316
*
```

Here are the Löwdin charges for atoms 1 to 4, given in e: 0.37 0.13 -0.33 0.04


Record 2
# C21H41B4BeBr5Cl4FN5O11PV

A molecular structure, C21H41B4BeBr5Cl4FN5O11PV (ωB97M-V with the def2-TZVPD basis set, the OMol25 dataset).

Strongest force on any atom ... 2.24 eV/Å
DFT total energy ... -493494.599 eV
LUMO ... -10.47 eV
Orbital gap ... 1.211 eV

```
! RIJCOSX wB97M-V def2-TZVPD def2/J DEFGRID3
* xyz 2 1
C 5.71947 -1.44435 2.13337
C 5.73840 -1.90304 0.67066
C 5.02636 -3.24984 0.51288
C 3.55576 -3.07924 0.01106
B 2.48784 -3.15854 1.14192
O 2.04414 -1.94025 1.69415
B 0.70926 -1.90318 1.28862
B 0.18071 -0.75963 0.15504
O 0.52169 -1.05913 -1.18862
C -0.59629 0.56698 0.45072
C 0.01634 1.38544 1.61244
O -0.09610 -2.92148 1.82659
B 0.51261 -4.10891 1.45371
P -0.41210 -5.58789 0.54522
O -1.33274 -4.78997 -0.59108
Br -1.82354 -6.46361 1.99687
O 1.86694 -4.32316 1.63629
H 6.35460 -2.05596 2.76207
H 4.71340 -1.45272 2.54992
H 6.03721 -0.40472 2.16728
H 6.77346 -1.94465 0.34722
H 5.25333 -1.12324 0.08912
H 5.02433 -3.82274 1.43333
H 5.55094 -3.78336 -0.27151
H 3.48159 -2.07885 -0.41156
H 3.32817 -3.75280 -0.81215
H 1.38528 -0.64767 -1.32129
H -1.66606 0.40417 0.57806
H -0.49858 1.19122 -0.44193
H 0.98240 1.78737 1.32061
H 0.15952 0.77223 2.49663
H -0.63653 2.22700 1.80836
H -0.68418 -4.40347 -1.19504
C -0.45830 4.50210 -6.49357
C 0.74244 4.22180 -5.60577
N 0.75978 2.83304 -5.12575
C -0.16888 2.25618 -4.29101
C 0.23724 0.97940 -4.06868
N 1.41111 0.81051 -4.76292
C 1.70474 1.94095 -5.39947
C 2.22016 -0.40977 -4.79404
H -1.39402 4.34935 -5.95637
H -0.43253 5.53286 -6.83985
H -0.46107 3.84444 -7.36217
H 0.74206 4.87547 -4.73433
H 1.66648 4.39985 -6.15202
H -1.01910 2.82062 -3.95308
H -0.18536 0.14152 -3.48170
H 2.56542 2.10614 -6.02436
H 3.21128 -0.19446 -4.40144
H 2.29968 -0.76581 -5.81773
H 1.74371 -1.16987 -4.18268
C -3.55407 -2.33269 -0.74600
C -4.92538 -2.23947 -1.36064
C -5.75319 -3.49618 -1.24831
O -6.58703 -3.39842 -2.42780
C -5.92215 -2.67902 -3.30714
O -6.24072 -2.54530 -4.47944
O -4.84995 -2.08983 -2.80769
H -3.04211 -1.37263 -0.81953
H -3.62117 -2.61439 0.30435
H -2.94380 -3.06228 -1.27303
H -5.45946 -1.37414 -0.96307
H -6.36083 -3.52468 -0.34901
H -5.16649 -4.41368 -1.31382
C 0.21444 4.32792 5.35902
O -0.08902 4.25127 4.17988
N 0.24347 3.23280 6.18498
N 0.55482 5.50805 5.95890
H 0.49089 3.28666 7.15882
H -0.00242 2.34455 5.78945
H 0.54025 6.33411 5.39043
H 0.80179 5.58748 6.92852
F -7.48100 -3.83762 -5.43886
O 4.98357 2.11808 7.56965
V 3.57421 2.80567 8.13573
O 2.18712 3.48152 8.79049
C -9.51572 -1.36173 -3.26368
C -8.89980 -0.82432 -2.05511
N -8.39859 -0.41385 -1.10146
H -10.05317 -0.57205 -3.78354
H -8.75191 -1.76779 -3.92430
H -10.21276 -2.15328 -2.99894
C 3.96434 5.53857 3.95506
Cl 2.48912 5.40538 2.97947
Cl 3.99954 4.17048 5.09010
Cl 5.37841 5.47255 2.91514
Cl 3.94364 7.05150 4.84615
Br -1.87592 -0.87982 -4.07973
C 1.72727 -1.97273 5.85257
Br 0.40012 -0.59507 5.61076
Br 1.85119 -3.12767 4.32272
Br 3.44484 -1.25248 6.35910
H 1.39758 -2.58846 6.67613
Be 2.65758 6.32661 0.38167
*
```

Here are the Löwdin charges for atoms 1 to 4, given in e: -0.10 -0.25 -0.17 -0.04


Record 3
# C28H30EuNOS

A molecular structure, C28H30EuNOS (ωB97M-V with the def2-TZVPD basis set, the OMol25 dataset).

Strongest force on any atom ... 3.38 eV/Å
DFT total energy ... -63225.503 eV
LUMO (spin up / spin down) ... 2.58 / 2.58 eV
Orbital gap (spin up / spin down) ... 5.607 / 6.528 eV

```
! RIJCOSX wB97M-V def2-TZVPD def2/J DEFGRID3
* xyz -1 8
C 2.40498 -0.03430 1.95541
C 2.44738 -0.74759 0.70756
C 2.08020 0.15488 -0.34633
H 2.65861 -1.80732 0.58880
C 1.83454 1.45425 0.24944
C 2.04324 1.33325 1.66895
H 1.45962 2.33393 -0.26703
C -1.15452 -1.67703 2.33568
C -0.02968 -2.39446 1.81868
C -0.12057 -2.40667 0.38892
H 0.78673 -2.80994 2.40649
C -1.31236 -1.68266 -0.01862
C -1.95161 -1.22638 1.22396
H 1.97517 -0.07974 -1.40348
H 1.83339 2.10762 2.40041
H 2.57884 -0.45207 2.94634
H -2.81231 -0.56658 1.27814
H 0.60547 -2.83001 -0.30151
H -1.33914 -1.42472 3.37775
Eu 0.07985 0.02056 1.08268
C -1.81830 -1.44119 -1.39501
C -3.31693 -1.69557 -1.36973
C -1.11589 -2.37728 -2.37247
H -3.50652 -2.71969 -1.01299
H -3.73197 -1.58585 -2.37720
H -3.83005 -0.99849 -0.69970
H -1.31647 -3.42396 -2.09809
H -0.02995 -2.21833 -2.38387
H -1.50805 -2.20740 -3.38595
C -1.49696 0.03043 -1.76357
C -2.05104 0.54970 -3.09119
H -0.40086 0.16570 -1.78421
H -1.88008 0.70959 -0.96796
O -2.95855 0.03070 -3.73897
N -1.44518 1.68561 -3.54029
C -0.25049 2.33053 -3.00037
H -1.77133 1.99797 -4.44678
C 1.06082 1.75204 -3.46590
C 2.24288 2.37705 -3.06831
H 2.19059 3.25545 -2.42314
C 3.47832 1.88276 -3.47399
H 4.38973 2.38462 -3.15514
C 3.54770 0.74559 -4.27949
H 4.51315 0.35586 -4.59557
C 2.37392 0.10859 -4.67353
H 2.41119 -0.77992 -5.29937
C 1.12972 0.60961 -4.26966
H 0.21366 0.11297 -4.59129
H -0.28706 2.29994 -1.89481
H -0.29902 3.39405 -3.27717
S -1.10233 1.77792 2.71976
C -0.86307 1.03831 4.21896
C 0.41539 0.89523 4.85325
C 0.55917 0.30299 6.10007
C -0.55504 -0.17297 6.79024
C -1.82546 -0.04703 6.21665
C -1.98119 0.54261 4.97465
H 1.30072 1.27015 4.32877
H 1.55662 0.21127 6.54519
H -0.43714 -0.63720 7.77179
H -2.70173 -0.41639 6.75893
H -2.97071 0.63902 4.52521
*
```

Here are the Löwdin charges for atoms 1 to 4, given in e: -0.23 -0.23 -0.24 0.09


Record 4
# C5H13N2

2 unconnected molecules or ions with the total composition C5H13N2 (ωB97M-V with the def2-TZVPD basis set, the OMol25 dataset).

Strongest force on any atom ... 4.23 eV/Å
Energy relative to the best compared isomer or geometry (same formula, charge and spin) ... 4.125 eV
DFT total energy ... -8366.686 eV
LUMO ... -6.38 eV
Orbital gap ... 6.664 eV

```
! RIJCOSX wB97M-V def2-TZVPD def2/J DEFGRID3
* xyz 1 1
C 1.56654 -1.27832 2.46793
C 2.21078 -0.34357 1.42032
C 1.09979 0.43982 0.78950
N -0.68408 0.47533 -2.65823
C -0.03103 0.98237 -1.42118
C 0.49203 0.10315 -0.47188
N -3.44644 0.16844 -0.98800
H 2.28621 -2.02965 2.80338
H 0.74937 -1.80803 1.92550
H 2.95530 0.36958 1.81737
H 2.65889 -0.97598 0.51565
H 0.90657 1.44691 1.24989
H -3.49492 0.97300 -0.40177
H 0.03044 0.45611 -3.42989
H -1.33856 1.32810 -2.95638
H -0.08169 2.07528 -1.29964
H 0.61133 -0.89273 -0.75535
H 1.11111 -0.77553 3.30776
H -3.22512 -0.71302 -0.54937
H -4.37652 -0.00127 -1.36561
*
```

Here are the Löwdin charges for atoms 1 to 4, given in e: -0.07 -0.22 0.05 0.05


Record 5
# C4H10O2

2 unconnected molecules or ions with the total composition C4H10O2 (ωB97M-V with the def2-TZVPD basis set, the OMol25 dataset).

Strongest force on any atom ... 4.01 eV/Å
Energy relative to the best compared isomer or geometry (same formula, charge and spin) ... 3.005 eV
DFT total energy ... -8393.907 eV
LUMO (spin up / spin down) ... -4.43 / -9.76 eV
Orbital gap (spin up / spin down) ... 11.834 / 4.488 eV

```
! RIJCOSX wB97M-V def2-TZVPD def2/J DEFGRID3
* xyz 1 2
C 1.23160 -0.76414 0.25468
O 1.71126 -0.54092 1.58654
C 0.99133 -2.17123 -0.04855
H 0.26469 -0.21345 0.11783
H 2.03067 -0.30512 -0.35810
H 0.93194 -0.66037 2.19822
H 0.67647 -2.81696 0.78553
H 0.03091 -2.25437 -0.65909
H 1.84165 -2.59375 -0.63585
O -1.36412 0.13023 -1.30273
C -1.77566 1.25193 -1.11104
C -1.14905 2.18606 0.02490
H -2.47209 1.67523 -1.85998
H -1.13057 1.63202 0.99704
H -1.70285 3.13481 0.19484
H -0.11619 2.31005 -0.18424
*
```

Here are the Löwdin charges for atoms 1 to 4, given in e: -0.26 0.08 -0.05 0.12


Record 6
# C4H7NO

A single C4H7NO molecule (ωB97M-V with the def2-TZVPD basis set, the OMol25 dataset).

Strongest force on any atom ... 1.18 eV/Å
Energy relative to the best compared isomer or geometry (same formula, charge and spin) ... 3.641 eV
DFT total energy ... -7796.003 eV
LUMO ... 0.72 eV
Orbital gap ... 7.770 eV

```
! RIJCOSX wB97M-V def2-TZVPD def2/J DEFGRID3
* xyz 0 1
O 2.22029 -1.87122 0.71785
C 1.61303 -0.87758 0.38368
C 0.08666 -0.90942 0.29171
N -0.49530 0.34577 -0.16029
C -0.00219 1.45659 0.36686
C -1.46934 0.25382 -1.06697
H 2.16564 0.05105 0.14494
H -0.32719 -1.14271 1.27923
H -0.20509 -1.69479 -0.40870
H -0.39783 2.39154 0.03181
H 0.65184 1.46000 1.22194
H -2.03005 1.15030 -1.29308
H -1.70033 -0.70941 -1.48868
*
```

Here are the Löwdin charges for atoms 1 to 4, given in e: 0.05 -0.22 -0.10 -0.31